## w
DFT (wB97M-V/def2-TZVPD) results for an isolated molecule of CH2FNO2.

Geometry as XYZ:
```
7
CH2FNO2 | OMol25 | wB97M-V/def2-TZVPD
C 1.165 -0.077 -0.821
N 0.205 -0.989 -0.637
O 2.306 -0.290 -1.162
O -0.998 -0.760 0.072
F 0.596 -2.307 -0.292
H 0.825 1.023 -0.683
H -0.829 -0.109 0.843
```

The HOMO energy is -0.393 Eh. The SMILES is O=CN(O)F. The calculation puts the lowest unoccupied orbital energy at -0.1 eV. The calculation puts the gap between HOMO and LUMO at 10.631 eV.

The net atomic charges from Mulliken, expressed in e, are: 0.100, 0.264, -0.458, -0.366, -0.168, 0.276, 0.352

***

## x
DFT (wB97M-V/def2-TZVPD) results for a cluster of 2 separate species, CH2FNO2 in total.

Geometry as XYZ:
```
7
CH2FNO2 | OMol25 | wB97M-V/def2-TZVPD
C -0.670 -1.147 0.432
N 0.240 -1.562 -0.152
O 1.183 -1.832 -0.795
O 0.574 1.492 -0.208
F 0.504 2.852 -0.468
H -0.309 1.302 0.154
H -1.522 -1.104 1.036
```

The HOMO energy is -0.386 Eh. The SMILES is C#[N+][O-].OF. The calculation puts the lowest unoccupied orbital energy at 0.6 eV. The calculation puts the gap between HOMO and LUMO at 11.060 eV.

The net atomic charges from Mulliken, expressed in e, are: -0.306, 0.471, -0.571, -0.214, -0.139, 0.330, 0.428

***

Stability comparison, relative energies in kcal/mol: w 0.0; x 59.1

***

## w
DFT (wB97M-V/def2-TZVPD) results for a cluster of 20 separate species, H41O20 in total.

Geometry as XYZ:
```
61
H41O20 | OMol25 | wB97M-V/def2-TZVPD
O -1.860 -1.981 -2.644
H 4.424 -0.761 1.879
O -0.926 4.338 1.103
H -1.449 5.117 0.925
H -1.652 3.894 1.554
O -3.527 -0.529 1.972
H -3.453 -1.069 1.192
H -4.445 -0.506 2.254
O -4.117 2.838 -3.118
H -4.340 3.493 -2.461
H -2.757 1.588 3.039
O 1.021 -2.840 4.776
H 2.003 2.526 -2.008
H -3.202 2.731 -3.370
O 2.123 1.593 -2.213
H -1.036 -2.658 1.839
H 2.931 1.449 -1.704
O 0.092 -0.295 -1.142
H -1.866 1.172 4.279
H -1.386 -3.823 1.005
O 3.504 4.300 0.337
H 3.885 4.564 1.183
H 3.213 5.131 -0.056
O 0.091 -0.632 -3.860
H 0.859 -0.090 -3.631
H 1.497 -3.652 4.596
O 0.829 1.001 3.341
H 0.401 0.607 4.115
H 1.722 0.876 3.697
O -0.834 -0.350 1.651
H -1.221 0.292 2.287
H 0.667 0.311 -0.677
O 4.423 -0.189 -1.157
H 4.969 -0.747 -0.594
H 4.677 -0.369 -2.067
O -0.814 2.057 -4.573
H -0.008 2.493 -4.273
H -0.529 1.140 -4.676
O 3.671 -0.996 1.327
H 1.463 -3.373 -1.742
H 3.583 -0.262 0.709
O -1.871 1.373 3.342
H 0.119 -0.337 1.625
H -1.633 -1.322 -3.320
O 1.338 -3.587 -2.675
H -1.901 -0.165 -0.435
H 1.422 -2.689 -3.024
O -2.212 -1.076 -0.307
H -1.729 -1.252 0.677
H -1.859 -1.519 -1.156
O -1.137 -2.876 0.905
H -1.404 -2.819 -2.731
H 0.484 -0.809 -1.839
O 1.460 2.696 0.661
H 2.301 3.135 0.388
H 1.100 3.425 1.178
O -2.278 -5.316 1.419
H -3.153 -5.230 1.010
H -1.986 -5.989 0.780
H 0.152 -2.986 5.135
H 0.162 -1.045 -4.726
```

The HOMO energy is -0.468 Eh. Its total charge is +1. The calculation puts the lowest unoccupied orbital energy at -2.3 eV. The calculation puts the gap between HOMO and LUMO at 10.443 eV.

The net atomic charges from Mulliken, expressed in e, are: -0.608, 0.313, -0.548, 0.290, 0.250, -0.540, 0.284, 0.267, -0.637, 0.299, 0.254, -0.605, 0.261, 0.322, -0.500, 0.247, 0.271, -0.297, 0.243, 0.327, -0.660, 0.313, 0.330, -0.614, 0.266, 0.306, -0.467, 0.240, 0.253, -0.408, 0.261, 0.211, -0.592, 0.287, 0.269, -0.589, 0.291, 0.322, -0.667, 0.324, 0.369, -0.531, 0.120, 0.328, -0.621, 0.369, 0.300, -0.436, 0.839, 0.339, -0.656, 0.299, 0.076, -0.507, 0.356, 0.205, -0.696, 0.341, 0.335, 0.307, 0.292

***

## x
DFT (wB97M-V/def2-TZVPD) results for a cluster of 20 separate species, H41O20 in total.

Geometry as XYZ:
```
61
H41O20 | OMol25 | wB97M-V/def2-TZVPD
O -1.182 -2.517 -1.872
H 3.007 0.554 -0.013
O -0.160 3.139 1.167
H -0.156 3.897 1.819
H -0.273 3.582 0.223
O -5.048 -0.546 0.903
H -5.811 -0.346 1.407
H -4.701 0.292 0.552
O -3.425 2.603 -1.743
H -2.932 2.871 -1.007
H -3.100 -0.042 3.934
O 0.709 -1.587 4.597
H 2.036 1.846 -1.489
H -3.768 1.763 -1.695
O 1.321 1.597 -2.026
H 0.022 -1.743 2.079
H 0.678 0.999 -1.644
O -0.924 -0.244 -1.577
H -2.796 -1.036 4.857
H 0.116 -2.750 0.742
O 3.563 3.860 -0.002
H 4.327 3.296 -0.096
H 3.938 4.641 0.455
O 0.025 0.325 -4.185
H -0.383 0.196 -5.077
H -0.287 -1.460 4.629
O 1.578 0.872 3.378
H 1.883 1.638 2.567
H 1.957 1.211 4.205
O 0.167 -0.027 1.267
H 0.583 0.304 2.221
H -1.264 0.056 -2.498
O 5.266 -0.062 -2.046
H 5.024 0.781 -2.442
H 5.654 0.140 -1.170
O -1.161 2.782 -4.645
H -0.438 3.246 -4.300
H -2.010 3.156 -4.742
O 3.170 -0.238 0.557
H 0.837 -4.422 -1.828
H 3.111 0.264 1.359
O -2.478 -0.722 4.010
H 1.038 -0.184 0.756
H -0.301 -2.343 -2.078
O 1.446 -3.907 -1.414
H -1.734 -1.453 -0.750
H 2.044 -4.074 -0.746
O -2.194 -1.340 0.316
H -1.576 -0.597 0.406
H -1.492 -1.966 0.931
O -0.268 -2.475 1.575
H -1.757 -3.129 -2.289
H 0.014 -0.618 -1.759
O 1.894 1.883 0.655
H 2.412 2.650 0.470
H 1.003 2.195 0.994
O -3.227 -4.790 0.669
H -3.206 -5.420 -0.025
H -2.440 -5.138 1.164
H 0.947 -2.501 4.550
H 0.718 1.036 -4.256
```

The HOMO energy is -0.489 Eh. Its total charge is +1. The calculation puts the lowest unoccupied orbital energy at -2.6 eV. The calculation puts the gap between HOMO and LUMO at 10.673 eV.

The net atomic charges from Mulliken, expressed in e, are: -0.483, 0.369, -0.611, 0.307, 0.359, -0.539, 0.276, 0.278, -0.563, 0.275, 0.264, -0.613, 0.217, 0.279, -0.589, 0.422, 0.491, -0.668, 0.268, 0.343, -0.619, 0.304, 0.285, -0.559, 0.273, 0.317, -0.687, 0.429, 0.275, -0.685, 0.384, 0.217, -0.612, 0.301, 0.308, -0.543, 0.290, 0.282, -0.720, 0.295, 0.377, -0.502, 0.372, 0.227, -0.583, 0.584, 0.291, -0.515, 0.254, 0.623, -0.696, 0.234, 0.284, -0.804, 0.364, 0.307, -0.594, 0.292, 0.313, 0.289, 0.270

***

Stability comparison, relative energies in kcal/mol: w 0.0; x 87.3

***

## w
DFT (wB97M-V/def2-TZVPD) results for a cluster of 2 separate species, ClH6NSi2 in total.

Geometry as XYZ:
```
10
ClH6NSi2 | OMol25 | wB97M-V/def2-TZVPD
N 0.194 -0.152 -0.134
Si 1.114 0.359 -1.395
Si 0.005 -0.976 1.342
Cl -2.617 1.829 -0.449
H -1.513 1.162 0.028
H 2.444 -0.007 -1.803
H 0.570 0.783 -2.673
H 0.982 -0.183 2.039
H -1.332 -0.343 1.646
H 0.152 -2.473 1.398
```

The HOMO energy is -0.349 Eh. The SMILES is [SiH2]=N[SiH3].Cl. The calculation puts the lowest unoccupied orbital energy at -1.0 eV. The calculation puts the gap between HOMO and LUMO at 8.472 eV.

The net atomic charges from Mulliken, expressed in e, are: -0.112, 0.289, 0.320, -0.289, 0.238, -0.080, -0.048, -0.102, -0.135, -0.082

***

## x
DFT (wB97M-V/def2-TZVPD) results for an isolated molecule of ClH6NSi2.

Geometry as XYZ:
```
10
ClH6NSi2 | OMol25 | wB97M-V/def2-TZVPD
N 1.044 -1.270 -1.090
Si -0.608 1.258 -0.179
Si 1.020 -0.358 0.290
Cl 2.905 0.587 0.315
H 1.931 -1.281 -1.569
H 0.803 -2.221 -0.931
H -0.333 2.641 -0.029
H -1.009 0.820 -1.562
H -1.892 0.993 0.477
H 1.093 -1.076 1.561
```

The HOMO energy is -0.361 Eh. The SMILES is N[Si@H]([SiH3])Cl. The calculation puts the lowest unoccupied orbital energy at 0.8 eV. The calculation puts the gap between HOMO and LUMO at 10.602 eV.

The net atomic charges from Mulliken, expressed in e, are: -0.520, 0.307, 0.433, -0.305, 0.265, 0.242, -0.117, -0.080, -0.110, -0.115

***

Stability comparison, relative energies in kcal/mol: w 64.2; x 0.0

***

## w
DFT (wB97M-V/def2-TZVPD) results for an isolated molecule of C4H7NO3.

Geometry as XYZ:
```
15
C4H7NO3 | OMol25 | wB97M-V/def2-TZVPD
C 0.375 -0.328 0.263
C -1.044 -0.136 -0.181
C 0.611 -0.841 1.669
C -1.390 0.906 -1.201
N 1.458 0.428 -0.236
O -0.230 -1.204 -0.638
O -0.678 0.802 -2.322
O -2.192 1.774 -0.999
H -0.212 -0.064 -2.316
H -1.838 -0.398 0.511
H 1.252 0.959 -1.062
H 1.868 1.021 0.479
H -0.138 -1.586 1.957
H 0.568 -0.020 2.381
H 1.591 -1.313 1.694
```

The HOMO energy is -0.363 Eh. The SMILES is C[C@@]1(N)O[C@@H]1C(=O)O. The calculation puts the lowest unoccupied orbital energy at 0.7 eV. The calculation puts the gap between HOMO and LUMO at 10.600 eV.

The net atomic charges from Mulliken, expressed in e, are: 0.958, -0.039, -1.435, 0.164, -0.579, -0.569, -0.535, -0.545, 0.423, 0.504, 0.304, 0.249, 0.369, 0.352, 0.378

***

## x
DFT (wB97M-V/def2-TZVPD) results for an isolated molecule of C4H7NO3.

Geometry as XYZ:
```
15
C4H7NO3 | OMol25 | wB97M-V/def2-TZVPD
C -0.648 -0.552 -0.462
C -1.196 -0.067 -1.784
C 0.777 -0.505 -0.280
N 1.963 0.462 1.719
C -0.948 0.465 1.003
O 0.855 -0.346 1.269
O 1.704 -0.132 -0.945
O -1.832 0.167 1.760
H -1.079 -1.475 -0.083
H 2.620 0.457 0.932
H 2.391 -0.130 2.430
H -0.585 1.485 0.817
H -1.026 -0.800 -2.580
H -0.722 0.868 -2.096
H -2.273 0.104 -1.700
```

The HOMO energy is -0.342 Eh. The SMILES is C[C@H](C=O)C(=O)ON. The calculation puts the lowest unoccupied orbital energy at 0.6 eV. The calculation puts the gap between HOMO and LUMO at 9.937 eV.

The net atomic charges from Mulliken, expressed in e, are: -0.011, -1.256, 0.619, -0.473, 0.135, -0.198, -0.538, -0.503, 0.337, 0.266, 0.271, 0.349, 0.341, 0.300, 0.360

***

## y
DFT (wB97M-V/def2-TZVPD) results for an isolated molecule of C4H7NO3.

Geometry as XYZ:
```
15
C4H7NO3 | OMol25 | wB97M-V/def2-TZVPD
C 2.755 0.014 0.146
C -0.235 -1.398 -0.015
C -1.520 -0.451 0.546
C -0.461 0.709 0.420
H 2.483 0.670 1.111
H 3.390 0.633 -0.593
H 3.197 -0.894 0.535
H -0.537 -1.582 -1.014
H -0.166 -2.306 0.480
H -2.047 -0.834 1.546
H -2.454 0.672 -0.591
N 0.519 -0.285 0.151
O 1.631 -0.072 -0.614
O -2.388 -0.206 -0.521
O -0.585 1.828 -0.004
```

The HOMO energy is -0.355 Eh. The SMILES is CON1C[C@H](O)C1=O. The calculation puts the lowest unoccupied orbital energy at 0.9 eV. The calculation puts the gap between HOMO and LUMO at 10.558 eV.

The net atomic charges from Mulliken, expressed in e, are: -0.443, -0.843, 0.082, 0.302, 0.212, 0.224, 0.235, 0.350, 0.349, 0.258, 0.282, 0.286, -0.261, -0.469, -0.564

***

## z
DFT (wB97M-V/def2-TZVPD) results for an isolated molecule of C4H7NO3.

Geometry as XYZ:
```
15
C4H7NO3 | OMol25 | wB97M-V/def2-TZVPD
C -0.292 1.457 -0.538
C -0.712 0.458 0.585
C 2.163 -0.943 0.110
C -1.697 -0.619 0.189
H 0.147 2.454 -0.021
H 0.438 1.072 -1.315
H -1.174 1.958 -1.301
H -1.396 0.903 1.422
H 2.434 -0.640 1.148
H 2.803 -1.250 -0.833
H -0.052 -1.740 -0.458
N 1.008 -0.680 0.016
O 0.388 -0.180 1.162
O -1.166 -1.565 -0.588
O -2.894 -0.685 0.422
```

The HOMO energy is -0.365 Eh. The SMILES is C=NO[C@@H](C)C(=O)O. The calculation puts the lowest unoccupied orbital energy at 0.5 eV. The calculation puts the gap between HOMO and LUMO at 10.469 eV.

The net atomic charges from Mulliken, expressed in e, are: -1.024, 0.778, -0.435, 0.257, 0.266, 0.312, 0.292, 0.265, 0.341, 0.259, 0.427, -0.362, -0.227, -0.562, -0.587

***

Stability comparison, relative energies in kcal/mol: w 0.0; x 68.2; y 94.6; z 97.5

***

## w
DFT (wB97M-V/def2-TZVPD) results for an isolated molecule of C4H7NO3.

Geometry as XYZ:
```
15
C4H7NO3 | OMol25 | wB97M-V/def2-TZVPD
O -0.863 -0.053 -2.833
C 0.087 0.018 -2.103
C -0.043 0.404 -0.636
C 0.406 -0.773 0.243
C 0.323 -0.510 1.718
O 1.403 0.119 2.219
O -0.595 -0.843 2.416
N -1.363 0.850 -0.316
H 1.117 -0.211 -2.454
H 0.671 1.213 -0.466
H 1.365 -1.226 -0.016
H -0.249 -1.603 0.060
H 1.212 0.237 3.166
H -1.383 1.814 -0.047
H -2.088 0.564 -0.950
```

The HOMO energy is -0.349 Eh. The SMILES is N[C@H](C=O)CC(=O)O. The calculation puts the lowest unoccupied orbital energy at 0.6 eV. The calculation puts the gap between HOMO and LUMO at 10.106 eV.

The net atomic charges from Mulliken, expressed in e, are: -0.474, -0.099, 0.114, -0.805, 0.461, -0.451, -0.533, -0.494, 0.352, 0.359, 0.448, 0.354, 0.340, 0.205, 0.223

***

## x
DFT (wB97M-V/def2-TZVPD) results for a cluster of 2 separate species, C4H7NO3 in total.

Geometry as XYZ:
```
15
C4H7NO3 | OMol25 | wB97M-V/def2-TZVPD
C 1.112 -0.223 -0.387
C 0.776 -0.400 1.118
C -0.384 0.073 -0.580
C -0.623 0.053 0.979
N -3.748 1.394 -0.293
O -4.066 1.877 -1.314
O -2.886 2.238 0.476
O -1.574 0.292 1.686
H 1.678 0.657 -0.477
H 1.415 -1.188 -0.731
H 0.838 -1.383 1.546
H 1.406 0.181 1.738
H -0.746 1.003 -1.087
H -0.887 -0.742 -1.108
H -2.472 1.648 1.130
```

The HOMO energy is -0.367 Eh. The SMILES is O=C1CCC1.O=NO. The calculation puts the lowest unoccupied orbital energy at 0.6 eV. The calculation puts the gap between HOMO and LUMO at 10.608 eV.

The net atomic charges from Mulliken, expressed in e, are: -0.550, -0.585, -0.578, 0.563, 0.256, -0.309, -0.383, -0.681, 0.322, 0.279, 0.307, 0.309, 0.350, 0.250, 0.449

***

Stability comparison, relative energies in kcal/mol: w 0.0; x 89.4

***

## w
DFT (wB97M-V/def2-TZVPD) results for an isolated molecule of C4H7NO3.

Geometry as XYZ:
```
15
C4H7NO3 | OMol25 | wB97M-V/def2-TZVPD
C 1.518 -0.425 1.480
C -0.160 0.515 0.242
C 0.228 0.060 -3.043
C -1.417 0.548 1.238
H 1.635 0.890 1.608
H 2.545 -1.052 1.259
H 1.166 -0.965 2.578
H 0.445 1.524 0.377
H -0.819 -0.292 -3.522
H 1.051 0.057 -3.757
H -2.323 1.076 0.922
N 0.609 0.227 -1.876
O 0.616 -0.617 0.658
O -0.479 0.183 -1.026
O -1.259 -0.444 2.139
```

The HOMO energy is -0.339 Eh. The SMILES is C=NO[C@@H](C=O)OC. The calculation puts the lowest unoccupied orbital energy at -0.3 eV. The calculation puts the gap between HOMO and LUMO at 8.871 eV.

The net atomic charges from Mulliken, expressed in e, are: -0.430, 0.058, -0.208, 0.011, 0.234, 0.164, 0.122, 0.406, 0.218, 0.292, 0.340, -0.513, -0.266, 0.003, -0.433

***

## x
DFT (wB97M-V/def2-TZVPD) results for a structure of composition C4H7NO3.

Geometry as XYZ:
```
15
C4H7NO3 | OMol25 | wB97M-V/def2-TZVPD
C 1.081 2.243 -0.798
C 1.344 1.095 -0.222
C -0.251 -2.305 0.535
C -0.233 0.004 0.491
N -1.391 0.496 -0.133
O -1.767 0.047 -1.181
O -1.888 1.451 0.460
O 0.295 -1.131 0.052
H 1.916 2.733 -1.399
H -0.030 2.661 -0.962
H 2.245 0.464 -0.155
H -1.144 -2.456 -0.084
H -0.364 -2.319 1.620
H 0.486 -3.098 0.274
H -0.301 0.115 1.500
```

The HOMO energy is -0.375 Eh. The calculation puts the lowest unoccupied orbital energy at -0.2 eV. The calculation puts the gap between HOMO and LUMO at 9.970 eV.

The net atomic charges from Mulliken, expressed in e, are: -0.429, -0.261, -0.750, -0.335, 0.908, -0.573, -0.546, -0.292, 0.249, 0.223, 0.334, 0.297, 0.327, 0.239, 0.608

***

Stability comparison, relative energies in kcal/mol: w 13.0; x 0.0